# 1
This record from OMol25 describes 4 unconnected molecules or ions with the total composition C19H46FN4O7P2 in a non-equilibrium geometry. The level of theory is wB97M-V/def2-TZVPD.

The frontier orbital gap is 6.375 eV. As for the net charge: -1. The calculation puts the total energy at -2279.83438 Eh. Its LUMO energy is 2.11 eV. As for the multiplicity: 1.

Each line ends with the Löwdin charge.
Cartesian coordinates (Å):
P -2.129 1.619 -1.178  0.593
P -0.756 -1.623 1.216  0.772
F 1.964 0.537 -0.666  -0.050
O -2.021 -0.026 -0.470  -0.330
O -4.263 -2.424 -3.931  0.028
O 2.838 -5.163 1.488  0.025
O -1.336 2.294 0.287  -0.297
O -3.455 2.886 -3.972  -0.075
O -0.940 -2.628 0.133  -0.461
O 4.809 3.177 2.012  0.043
N -3.081 -4.299 -4.247  -0.008
N -1.441 1.746 2.483  -0.006
N 2.178 -7.040 0.462  -0.006
N 5.351 4.464 3.763  0.006
C -1.101 3.097 2.934  -0.275
C -1.537 0.019 0.806  -0.455
C 0.711 1.392 1.212  -0.077
C 5.669 3.593 2.766  -0.535
C 2.024 -5.715 0.765  -0.544
C 2.511 2.717 0.096  -0.044
C 1.392 1.699 -0.109  -0.357
C 0.833 -5.001 0.177  -0.017
C 7.115 3.174 2.642  -0.011
C -3.146 0.877 -2.592  -0.299
C -0.814 1.371 1.185  -0.540
C -5.277 2.275 -2.453  -0.079
C -2.034 -2.442 -3.029  0.002
C -1.931 -5.173 -4.148  -0.094
C 1.329 -7.868 -0.370  -0.090
C -4.117 1.798 -3.309  -0.500
C 6.228 5.062 4.750  -0.084
C -2.338 4.005 2.856  -0.096
C -3.216 -3.025 -3.761  -0.535
H -1.796 -3.047 -2.152  0.069
H -2.982 3.684 2.048  0.063
H 0.874 -5.026 -0.913  0.088
H 0.495 -7.297 -0.761  0.068
H -0.311 3.555 2.348  0.093
H 3.202 2.705 -0.738  0.077
H -1.999 2.914 -1.780  0.004
H -1.124 -4.689 -3.610  0.066
H -4.582 1.195 -4.099  0.122
H -0.853 1.275 -1.781  0.020
H 7.251 4.728 4.615  0.068
H 2.049 3.695 0.197  0.084
H -3.900 -4.636 -4.726  0.127
H 7.204 2.484 1.808  0.083
H -4.131 3.571 -4.086  0.071
H -1.211 1.053 3.190  0.105
H 0.834 -3.969 0.490  0.040
H 5.897 4.789 5.753  0.081
H -0.797 3.078 3.979  0.100
H -2.268 -1.440 -2.698  0.039
H 0.711 2.109 -0.843  0.103
H 1.053 2.134 1.924  0.098
H 7.752 4.039 2.451  0.081
H -2.524 0.432 -3.367  0.071
H -5.830 1.403 -2.124  0.079
H 1.136 0.456 1.562  0.088
H 4.371 4.701 3.789  0.141
H -2.878 4.043 3.798  0.053
H -0.095 -5.462 0.516  0.089
H 2.990 -7.459 0.884  0.130
H -1.362 -2.049 2.423  0.001
H -2.206 -6.090 -3.621  0.075
H -1.169 -2.395 -3.694  0.094
H 0.627 -1.517 1.489  0.006
H -2.412 0.022 1.470  0.104
H 6.198 6.150 4.661  0.080
H 7.449 2.670 3.550  0.082
H 0.941 -8.706 0.214  0.077
H -3.365 1.883 -0.477  0.026
H -2.018 5.021 2.624  0.059
H -1.580 -5.442 -5.147  0.075
H -5.932 2.936 -3.022  0.066
H -3.729 0.059 -2.180  0.074
H -4.941 2.824 -1.580  0.056
H 1.906 -8.269 -1.207  0.077
H 3.034 2.511 1.027  0.039

# 2
This record from OMol25 describes a gas-phase ion, C4H11N2O (charge +1) in a non-equilibrium geometry. The level of theory is wB97M-V/def2-TZVPD.

The frontier orbital gap is 9.969 eV. As for the net charge: +1. Its energy relative to the best compared isomer or geometry (same formula, charge and spin) is 32.96 kcal/mol. The calculation puts the total energy at -343.51163 Eh. Its SMILES is CN(C)C(=O)C[NH3+]. Its LUMO energy is -3.58 eV. As for the multiplicity: 1.

Each line ends with the natural charge from an NBO analysis.
Cartesian coordinates (Å):
O -0.844 1.029 -0.789  -0.649
N -0.584 -0.904 0.356  -0.391
N 1.523 1.883 -0.812  -0.665
C 0.278 -1.834 1.025  -0.442
C 1.372 0.601 -0.055  -0.318
C -0.133 0.169 -0.271  0.655
C -2.059 -1.024 0.435  -0.416
H -2.448 -1.151 -0.577  0.234
H 0.539 -1.442 2.014  0.206
H -0.108 -2.842 1.189  0.250
H 2.315 2.448 -0.528  0.445
H -2.330 -1.738 1.200  0.229
H 1.493 1.647 -1.797  0.454
H 2.039 -0.110 -0.521  0.243
H -2.437 -0.035 0.699  0.229
H 0.731 2.506 -0.628  0.468
H 1.550 0.766 1.005  0.251
H 1.211 -2.111 0.516  0.220

# 3
This record from OMol25 describes 2 unconnected molecules or ions with the total composition C6H10N2O. The level of theory is wB97M-V/def2-TZVPD.

The frontier orbital gap is 9.869 eV. Its energy relative to the best compared isomer or geometry (same formula, charge and spin) is 44.04 kcal/mol. The calculation puts the total energy at -419.31631 Eh. Its SMILES is C=CC(N)=O.C=CN=C. Its LUMO energy is 0.61 eV. As for the multiplicity: 1.

Each line ends with the natural charge from an NBO analysis.
Cartesian coordinates (Å):
O 1.781 -1.612 0.101  -0.622
N 1.618 0.156 1.488  -0.803
N 0.459 1.195 -1.148  -0.448
C -1.018 -2.058 0.420  -0.321
C -1.372 1.702 0.246  -0.396
C 1.108 -0.921 0.837  0.634
C 0.888 0.663 -2.200  -0.007
C -0.318 -1.201 1.146  -0.299
C -0.877 1.067 -0.810  -0.036
H -0.751 2.344 0.847  0.196
H 0.275 0.064 -2.886  0.142
H 2.534 0.470 1.212  0.403
H -2.408 1.618 0.524  0.202
H -0.547 -2.575 -0.402  0.214
H 1.933 0.773 -2.442  0.177
H 1.006 0.834 1.906  0.390
H -0.750 -0.669 1.980  0.203
H -1.508 0.431 -1.437  0.173
H -2.053 -2.280 0.620  0.198

# 4
This record from OMol25 describes 9 unconnected molecules or ions with the total composition C28H54O19S4 in a non-equilibrium geometry. The level of theory is wB97M-V/def2-TZVPD.

The frontier orbital gap is 8.917 eV. Its energy relative to the best compared isomer or geometry (same formula, charge and spin) is 160.42 kcal/mol. The calculation puts the total energy at -4121.32289 Eh. Its LUMO energy is -0.20 eV. As for the multiplicity: 1.

Each line ends with the Löwdin charge.
Cartesian coordinates (Å):
S 25.706 -8.438 -8.178  0.843
S 29.202 -0.533 -12.496  0.857
S 37.236 0.236 -17.104  0.848
S 24.180 -2.950 -17.779  0.819
O 34.368 -8.038 -9.129  0.070
O 28.597 -6.037 -17.030  0.113
O 30.737 -0.776 -12.532  -0.605
O 25.754 -10.190 -21.952  0.065
O 28.446 -6.041 -19.317  0.056
O 32.313 -0.856 -20.890  0.077
O 36.034 -7.524 -10.465  0.085
O 36.887 0.797 -18.491  -0.593
O 31.081 0.509 -22.122  0.080
O 24.820 -12.097 -21.450  0.110
O 30.246 -5.254 -18.135  0.117
O 26.404 -11.794 -23.183  0.093
O 32.704 -0.777 -23.126  0.104
O 26.181 -4.659 -25.712  0.103
O 25.636 -2.512 -25.391  0.057
O 25.088 -2.841 -18.973  -0.594
O 24.490 -3.643 -26.904  0.150
O 34.034 -6.493 -10.695  0.184
O 26.035 -7.597 -6.963  -0.587
C 30.620 -5.092 -16.799  -0.075
C 30.522 0.701 -20.867  -0.311
C 28.686 0.162 -14.219  -0.245
C 26.911 -10.699 -25.261  -0.006
C 29.123 0.075 -20.991  -0.018
C 27.023 -10.632 -23.707  -0.287
C 37.892 -8.155 -9.151  -0.024
C 26.635 -2.701 -24.408  -0.089
C 34.696 -7.325 -10.188  -0.567
C 25.391 -3.649 -26.107  -0.539
C 29.387 -5.503 -15.998  -0.328
C 32.063 -0.395 -22.127  -0.515
C 26.186 -7.388 -9.608  -0.282
C 31.433 -0.219 -19.988  -0.095
C 29.055 1.152 -11.674  -0.257
C 23.989 -4.761 -17.432  -0.252
C 26.857 -4.219 -24.539  -0.293
C 25.618 -11.497 -22.187  -0.550
C 29.097 -5.776 -18.237  -0.547
C 28.359 -4.630 -24.598  -0.035
C 29.612 -6.435 -14.845  -0.033
C 36.991 -1.658 -17.052  -0.245
C 26.243 -9.517 -23.049  -0.121
C 27.212 -9.631 -8.340  -0.231
C 35.540 -8.403 -8.386  -0.063
C 39.082 0.102 -17.040  -0.273
C 22.415 -2.622 -18.402  -0.228
C 36.499 -8.459 -9.573  -0.409
H 38.405 -8.766 -8.409  0.097
H 27.264 -9.731 -25.615  0.081
H 27.257 -7.188 -9.606  0.046
H 28.970 -4.302 -23.757  0.081
H 22.956 -4.862 -17.097  0.033
H 26.543 -4.797 -23.670  0.146
H 22.051 -3.584 -18.763  0.039
H 27.491 -11.480 -25.752  0.081
H 28.008 -10.866 -23.302  0.162
H 39.574 -0.562 -17.751  0.056
H 29.708 1.837 -12.214  0.048
H 25.416 -9.169 -23.667  0.142
H 28.704 -6.713 -14.310  0.085
H 28.727 0.711 -21.783  0.085
H 37.275 -2.066 -18.022  0.045
H 28.682 -5.667 -24.691  0.072
H 26.236 -2.543 -23.406  0.133
H 25.761 -7.790 -10.528  0.045
H 24.177 -5.361 -18.323  0.063
H 22.548 -1.968 -19.264  0.040
H 38.503 -8.248 -10.049  0.084
H 24.550 -5.041 -16.541  0.038
H 29.359 1.188 -10.627  0.046
H 30.617 1.704 -20.450  0.153
H 29.087 -4.617 -15.438  0.147
H 30.840 -1.010 -19.530  0.130
H 28.958 -0.654 -14.888  0.020
H 25.834 -6.357 -9.585  0.049
H 21.809 -2.060 -17.691  0.041
H 28.421 0.165 -20.162  0.085
H 31.604 -5.464 -16.511  0.146
H 27.400 -10.229 -7.448  0.042
H 27.183 -10.345 -9.162  0.040
H 35.525 -9.436 -8.038  0.141
H 35.736 -7.616 -7.659  0.145
H 31.931 0.506 -19.343  0.131
H 25.882 -10.785 -25.609  0.088
H 37.977 -7.070 -9.081  0.099
H 30.247 -5.980 -14.085  0.095
H 30.001 -7.413 -15.128  0.091
H 27.609 0.183 -14.386  0.044
H 26.936 -8.706 -22.826  0.143
H 30.660 -4.003 -16.765  0.133
H 29.152 -0.976 -21.276  0.094
H 29.326 0.926 -14.661  0.054
H 39.282 -0.099 -15.988  0.045
H 28.109 -9.035 -8.511  0.036
H 27.553 -2.126 -24.533  0.132
H 36.014 -2.120 -16.917  0.040
H 37.732 -2.012 -16.335  0.032
H 39.426 1.026 -17.505  0.045
H 28.924 -4.212 -25.431  0.080
H 27.997 1.386 -11.791  0.038
H 36.324 -9.429 -10.040  0.159

# 5
This record from OMol25 describes 3 unconnected molecules or ions with the total composition C26H54Br2FN8O4P2 in a non-equilibrium geometry. The level of theory is wB97M-V/def2-TZVPD.

The frontier orbital gap is 3.717 eV. As for the net charge: +1. The calculation puts the total energy at -7691.79574 Eh. Its LUMO energy is -5.09 eV. As for the multiplicity: 1.

Each line ends with the Löwdin charge.
Cartesian coordinates (Å):
Br 0.016 0.412 5.233  0.635
Br 0.547 -2.926 4.178  0.618
P 6.246 5.313 -2.410  0.749
P -6.585 -6.995 1.640  0.750
F -1.000 5.417 0.529  -0.093
O 5.487 4.090 -1.841  -0.343
O -6.607 -6.049 2.865  -0.312
O -3.979 -3.039 -0.965  -0.043
O -4.882 -0.743 -1.058  -0.144
N -6.559 -8.083 0.231  -0.269
N 2.706 2.814 0.839  -0.001
N -5.896 -5.811 0.604  -0.325
N -5.372 -7.950 2.332  -0.364
N 7.120 6.719 -3.065  -0.262
N 7.724 4.494 -2.342  -0.366
N 1.852 3.598 0.151  0.148
N 6.017 6.251 -0.990  -0.331
C -0.101 2.206 1.566  0.020
C 0.489 3.264 0.538  -0.032
C -0.045 4.687 -1.728  -0.074
C -3.789 -1.722 -1.230  -0.112
C -3.940 1.096 0.506  -0.162
C -1.716 2.068 1.825  -0.135
C 1.462 -1.711 1.410  -0.123
C 7.896 3.300 -3.161  -0.134
C 7.897 6.491 -4.297  -0.121
C 1.017 1.281 2.297  -0.056
C 8.866 4.746 -1.494  -0.127
C 2.476 1.736 1.802  0.095
C 0.680 0.088 3.362  -0.614
C 6.184 7.821 -3.386  -0.138
C -7.584 -7.687 -0.762  -0.142
C -5.665 -8.653 3.574  -0.136
C -0.665 4.181 -0.259  -0.203
C -2.366 0.836 0.909  -0.198
C -6.193 -4.404 0.888  -0.148
C -4.818 -0.288 0.362  -0.174
C 4.816 5.991 -0.190  -0.155
C 7.056 6.778 -0.123  -0.135
C -4.615 -5.894 -0.076  -0.143
C -3.997 -8.115 1.918  -0.133
C 0.907 -1.344 2.943  -0.598
C -6.806 -9.511 0.503  -0.128
H 0.638 3.846 -2.202  0.093
H -7.708 -9.649 1.108  0.089
H -3.914 -8.363 0.858  0.064
H -1.626 3.569 -0.525  0.141
H 8.658 4.455 -0.460  0.077
H 8.537 2.552 -2.683  0.083
H 6.669 7.593 0.500  0.082
H 9.755 4.183 -1.807  0.086
H -5.964 -9.983 1.014  0.073
H -5.954 -0.166 0.701  0.156
H 5.478 7.521 -4.169  0.082
H -1.872 1.748 2.963  0.125
H -4.567 -5.183 -0.909  0.055
H -7.242 -4.281 1.177  0.073
H -7.520 -8.313 -1.661  0.083
H -8.592 -7.772 -0.341  0.081
H 5.602 8.139 -2.518  0.074
H -4.788 -8.736 4.226  0.080
H 0.737 -1.109 0.682  0.088
H -4.417 1.694 1.417  0.132
H 6.942 2.801 -3.361  0.066
H -7.453 -6.658 -1.107  0.074
H -2.330 3.053 1.674  0.126
H 4.558 6.848 0.441  0.083
H 4.950 5.118 0.454  0.057
H 1.328 -2.868 1.155  0.100
H 0.485 5.729 -1.644  0.098
H 3.729 3.034 0.627  0.176
H -2.359 -0.142 1.584  0.125
H 7.879 7.230 -0.679  0.071
H -6.033 -9.661 3.364  0.064
H -5.557 -4.017 1.689  0.075
H 7.449 6.012 0.551  0.076
H -4.448 -6.868 -0.541  0.069
H -6.921 -10.079 -0.428  0.085
H 6.729 8.712 -3.722  0.087
H 2.586 -1.357 1.332  0.091
H 3.408 1.158 2.254  0.166
H -1.706 0.643 -0.050  0.113
H -3.501 -8.946 2.435  0.081
H 7.289 5.996 -5.062  0.091
H -2.751 -1.294 -1.611  0.163
H -4.365 -1.167 1.018  0.136
H -6.051 -3.775 0.003  0.060
H -6.435 -8.142 4.162  0.069
H -3.967 1.729 -0.495  0.133
H 9.180 5.792 -1.527  0.067
H 8.790 5.889 -4.113  0.076
H -3.784 -5.665 0.597  0.074
H 8.335 3.560 -4.127  0.067
H -3.412 -7.216 2.135  0.074
H 3.949 5.825 -0.838  0.061
H 8.275 7.433 -4.710  0.089
H -0.981 4.797 -2.459  0.099

# 6
This record from OMol25 describes a molecular structure, C4H8O3. The level of theory is wB97M-V/def2-TZVPD.

The frontier orbital gap is 8.639 eV. Its energy relative to the best compared isomer or geometry (same formula, charge and spin) is 114.22 kcal/mol. The calculation puts the total energy at -382.78279 Eh. Its LUMO energy is -0.04 eV. As for the multiplicity: 1.

Each line ends with the natural charge from an NBO analysis.
Cartesian coordinates (Å):
O -2.112 -1.729 -0.427  -0.713
O -1.044 0.333 -1.619  -0.591
O 1.766 -0.755 1.221  -0.643
C -0.131 1.371 0.318  -0.646
C -1.515 -0.788 0.408  -0.164
C -0.896 0.340 -0.407  0.522
C 1.878 0.209 0.314  0.016
H -0.093 2.312 -0.234  0.246
H -0.719 -1.241 1.022  0.191
H 1.658 -0.217 -0.672  0.160
H 2.059 -0.413 2.079  0.490
H -2.248 -0.349 1.107  0.183
H -2.015 -1.357 -1.323  0.489
H -0.442 1.500 1.359  0.220
H 1.236 1.254 0.477  0.240